The following is a DFT calculation (the ωB97M-V functional and the def2-TZVPD basis) of a structure of composition C38H94N6O4S in a non-equilibrium geometry.

Summary:
2S+1   1
M   731.27 Da
E_LUMO   0.449 eV
HOMO-LUMO gap   7.981 eV
Relative energy (zero: lowest compared OMol25 entry of this formula, charge and spin)   20.278 eV
Charge   0

CARTESIAN COORDINATES (ANGSTROEM)
S -10.1758 3.6768 30.2868
O -9.2396 2.7511 30.9014
O -9.6554 4.8869 29.6442
O -11.1892 2.8452 29.2727
O -11.3646 3.9334 31.4203
N -16.9598 0.2569 28.7607
N -18.6525 1.7565 32.7943
N -14.9909 5.7071 29.8160
N -11.1991 9.1243 30.9212
N -16.8005 7.2484 33.9185
N -16.7083 7.8142 26.9185
C -10.9492 8.5044 29.6333
C -12.2482 8.4598 31.6283
C -15.2385 7.8910 26.8646
C -12.5529 2.8997 29.6306
C -18.0930 -1.1029 30.5589
C -16.5300 4.0427 28.6499
C -17.3843 2.4400 30.8870
C -17.1501 0.6664 27.3482
C -15.5764 0.2664 29.3197
C -17.6962 -0.9643 29.0620
C -15.1112 4.4367 29.0773
C -13.6039 6.1915 29.9535
C -17.2301 6.1017 34.7955
C -19.2769 2.2542 34.0388
C -17.1937 6.6162 27.6515
C -11.9504 8.9719 28.6009
C -13.3227 9.3945 32.2668
C -19.5164 -0.5055 33.4382
C -17.3831 2.3854 32.4423
C -18.5861 6.7930 28.1571
C -17.4562 8.1381 25.6964
C -17.3022 9.5749 25.2887
C -14.6548 7.0485 25.7115
C -19.7316 3.7207 33.8085
C -17.1877 4.6785 34.1378
C -13.0037 6.5570 28.5439
C -15.3777 7.1099 33.5230
C -10.0422 9.2507 31.7690
C -17.0067 8.6185 34.5422
C -14.7515 8.1061 32.5431
C -15.3217 4.6363 32.0283
C -12.4831 3.1444 31.1788
C -18.3975 9.2163 34.2611
C -16.3159 -0.1113 26.2674
C -18.3437 0.3210 32.9650
C -15.6855 5.8156 31.1051
C -15.1547 1.7119 29.4523
C -9.0138 10.0903 31.1257
H -15.2502 -0.0067 26.4710
H -17.1610 -1.8323 28.6771
H -20.2013 4.0347 34.7406
H -18.7185 -0.2232 30.7099
H -15.0648 8.9565 26.7144
H -17.0282 1.7443 27.2416
H -13.7653 7.8283 32.1710
H -13.5564 7.1341 30.4988
H -10.3571 9.7681 32.6752
H -15.1137 7.3105 24.7581
H -17.2488 4.8503 28.7886
H -18.6832 -1.9930 30.7772
H -17.3125 1.5131 30.3180
H -11.0548 7.4212 29.6944
H -18.1879 3.0617 30.4922
H -18.9517 4.4671 33.6578
H -15.9672 3.7959 31.7730
H -18.2191 0.6396 27.1369
H -8.3587 10.5831 31.8441
H -16.8982 3.3343 29.3919
H -16.3621 9.9395 24.8747
H -15.5225 4.8619 33.0756
H -15.4555 8.2982 31.7335
H -14.2624 4.3813 31.9956
H -19.7349 -0.3527 34.4951
H -12.0348 7.0535 28.5971
H -9.3703 10.9434 30.5485
H -18.7871 2.1799 35.0097
H -16.9827 8.6375 35.6318
H -12.9155 10.3512 32.5939
H -12.4145 2.1926 31.7056
H -18.5802 9.1438 33.1889
H -17.2840 -1.1975 31.2832
H -14.1531 1.7478 29.8809
H -14.8022 7.5582 27.8064
H -17.9721 -0.1230 32.0415
H -16.4874 6.3769 28.4465
H -16.5388 1.8420 32.8666
H -16.7613 5.8590 30.9353
H -14.8319 -0.3203 28.7815
H -14.7239 6.9824 34.3857
H -17.5999 4.6780 33.1288
H -16.5290 3.4982 27.7057
H -14.5723 9.0585 33.0422
H -12.9197 5.7483 27.8179
H -17.1807 5.6661 27.1173
H -17.6933 4.0427 34.8646
H -16.4739 2.9806 30.6284
H -18.7238 6.1485 29.0253
H -17.4655 0.1276 33.5809
H -19.2700 8.7260 34.6929
H -17.1831 7.5357 24.8299
H -16.4516 -1.1850 26.3971
H -11.8366 8.5011 27.6244
H -13.6341 8.9054 33.1898
H -15.0547 2.2478 28.5084
H -13.6124 7.3540 25.8018
H -14.5086 4.4552 28.1692
H -18.2296 6.3407 35.1588
H -16.4885 0.0634 25.2054
H -14.0734 9.6874 31.5329
H -16.6157 6.1616 35.6938
H -13.1314 2.0238 29.3368
H -17.2436 3.3975 32.8222
H -14.7330 3.6499 29.7300
H -15.8295 2.2920 30.0817
H -18.6413 7.8414 28.4499
H -18.5138 7.9297 25.8581
H -18.5086 10.1975 34.7226
H -15.3245 6.2172 32.8998
H -20.3796 3.7700 32.9334
H -13.6522 7.2867 28.0591
H -20.4014 -0.2944 32.8380
H -12.9270 3.8112 29.1646
H -12.9646 5.4463 30.4269
H -13.3297 3.7468 31.5083
H -15.5477 6.8231 31.4976
H -8.3431 9.5795 30.4348
H -17.4747 10.2040 26.1620
H -9.9504 8.5635 29.2009
H -17.9969 9.7714 24.4721
H -19.3493 -1.5738 33.3005
H -18.6820 -0.8994 28.6014
H -15.5136 -0.0783 30.3519
H -9.6117 8.2825 32.0247
H -11.8540 7.8955 32.4734
H -14.7404 5.9710 25.8527
H -12.7626 7.7820 30.9471
H -11.6999 10.0303 28.5281
H -12.9725 8.8690 28.9654
H -19.2132 6.5774 27.2920
H -16.3347 9.3810 34.1483
H -16.1582 4.3286 34.0618
H -20.2401 1.8007 34.2726

Force components x, y, z for each atom (eV/Å):
S 0.264 -0.787 0.053
O -1.258 1.361 -1.192
O -1.669 -2.228 1.484
O 2.481 0.226 0.171
O 2.202 1.067 -1.138
N 0.236 -0.675 -0.153
N 0.127 -1.473 2.407
N 0.276 1.151 -0.356
N 0.446 0.126 -0.526
N 0.615 1.336 0.128
N -0.674 -0.929 0.955
C 0.000 -1.309 -0.439
C 0.013 1.731 0.293
C -2.436 -0.218 -1.472
C 1.304 1.920 1.124
C 0.202 -0.542 -1.942
C -0.444 -0.390 1.397
C -0.207 0.583 2.424
C 0.384 0.159 -0.515
C -0.789 1.094 -0.339
C -0.213 -0.472 0.782
C -0.481 0.869 0.705
C -0.310 -0.590 -2.753
C 0.411 1.161 -0.758
C -1.043 2.049 -1.008
C 1.340 0.624 -0.836
C 0.704 2.146 0.202
C 8.945 5.731 -0.460
C -0.231 -0.266 -0.025
C -1.184 -0.151 -1.637
C 0.316 0.505 -0.147
C 0.939 -0.336 0.371
C -0.188 0.925 -0.126
C 0.443 0.889 0.968
C -0.092 -0.048 0.174
C 1.386 2.534 2.599
C -0.177 -0.692 0.300
C -0.129 -1.042 -0.600
C -0.257 0.546 -0.094
C -1.864 -0.694 -0.009
C -8.316 -3.397 2.228
C -0.163 0.149 -0.184
C -1.158 -0.938 -1.100
C -0.475 -0.691 -0.272
C 0.037 -0.501 1.196
C 0.064 -0.425 -0.244
C -0.197 -1.144 -1.656
C 1.275 -1.072 -0.651
C 1.982 1.425 -0.738
H 0.105 0.428 -0.134
H -0.070 -0.418 -0.022
H -0.613 0.155 -0.153
H 0.036 -0.335 0.059
H 0.714 0.011 -0.099
H 0.748 -0.047 0.143
H -2.558 -2.364 0.472
H -1.656 -1.688 -0.725
H -0.157 -0.251 0.198
H 0.388 0.115 0.005
H 0.292 -0.546 -0.559
H -0.256 -0.061 -0.495
H -0.728 0.047 0.558
H 0.375 -0.242 0.740
H -0.468 -0.251 0.564
H -1.444 -0.823 -0.153
H 1.198 0.449 0.195
H -0.104 -0.715 0.071
H 0.126 -0.296 0.322
H 0.126 0.768 -1.973
H 0.479 -0.681 0.138
H 0.807 -0.490 -1.654
H -0.103 0.196 -0.135
H -1.139 0.702 0.190
H -0.149 0.014 -0.067
H -0.806 -1.590 0.032
H -0.697 -0.118 0.015
H 1.089 -0.219 -0.071
H 0.860 -0.452 0.329
H 1.107 0.700 -0.514
H 0.026 -0.039 0.192
H -0.013 0.732 -0.091
H 0.387 0.140 -0.643
H -1.941 -0.813 0.696
H -1.753 0.628 -0.501
H -0.597 1.550 1.402
H -0.018 1.046 -0.037
H 0.347 -0.340 -0.136
H -0.382 -0.551 -0.149
H -0.074 -0.233 -0.416
H 0.270 0.012 0.494
H 0.364 0.932 0.749
H -0.255 0.809 -0.182
H -6.621 -1.790 0.028
H 0.005 -0.422 0.284
H 0.150 0.210 -1.070
H 0.050 -0.133 -0.474
H -1.742 0.527 1.556
H -0.622 -0.037 -0.182
H 0.135 0.404 1.021
H 0.278 -0.803 0.277
H 0.166 -0.559 -0.147
H -0.348 -0.151 0.065
H 0.029 0.293 0.088
H 6.080 2.835 0.286
H 0.001 -0.623 -0.214
H 0.381 -0.461 -0.948
H 0.230 0.310 0.230
H -0.250 -0.105 -0.308
H -0.287 0.566 0.227
H 0.050 -0.064 0.246
H 0.332 -0.513 0.309
H 2.186 0.638 -0.528
H -0.720 -1.653 -0.644
H 0.012 0.531 -0.267
H 2.202 -2.078 -1.436
H -0.534 -0.032 0.158
H 0.062 0.124 0.219
H 0.415 0.402 -0.610
H 0.184 1.131 2.196
H -0.407 -0.090 0.283
H 1.382 -0.900 0.769
H -0.142 0.241 0.090
H -0.104 -0.479 -0.071
H 0.283 0.289 0.409
H 0.907 -1.118 -0.399
H 0.281 -1.323 -0.953
H -0.064 -0.339 0.071
H -0.406 0.198 -0.127
H 0.196 0.826 0.508
H -0.369 0.267 0.232
H 0.318 -0.063 0.053
H 0.201 -0.076 -0.552
H -0.768 -0.573 -0.009
H 0.019 -0.366 0.292
H 0.238 -0.549 0.041
H -0.057 0.018 0.204
H 1.644 1.252 0.932
H -0.439 0.273 -0.380
H 0.104 0.264 -0.132
H -0.763 0.002 0.647
H 0.439 -0.590 -0.010
H -0.740 -0.176 1.108
H 0.123 -0.701 -0.619